(1)
110
Properties=species:S:1:pos:R:3:forces:R:3 method="wB97M-V/def2-TZVPD" e_lumo_ev=0.43 homo_ev=-10.091 smiles="C[C@H]1COC(=O)O1.C[C@H]1COC(=O)O1.COC(=O)OC.COC(=O)OC.COC(=O)OC.COC(=O)OC.COC(=O)OC.COC(=O)OC.CCCC#N" homo_lumo_gap_ha=0.387 e_above_lowest_kcal_mol=49.9
C -2.05749 -4.84048 -1.97859 -2.1 2.0 -0.6
C -1.08688 -3.79418 -1.39864 -0.8 0.1 -1.8
C -1.66755 -2.36674 -1.27283 -2.0 0.1 -3.1
O -1.47202 -1.98067 0.04002 0.4 1.7 -0.6
C -1.07961 -3.01482 0.69627 1.6 -2.6 3.8
O -0.89942 -3.01124 1.89311 -0.1 -0.1 -1.0
O -0.87731 -4.13734 -0.05561 0.6 1.2 0.7
H -2.40370 -4.48861 -2.97134 0.3 -0.1 0.3
H -3.03283 -5.05716 -1.43208 1.4 0.8 0.0
H -1.64338 -5.77757 -2.13123 1.3 -1.7 -0.2
H -0.17565 -3.65072 -2.08575 -0.7 -1.0 1.5
H -2.77950 -2.33774 -1.38452 0.7 -0.2 -0.5
H -1.22385 -1.69542 -2.06455 -0.3 -0.3 1.3
C -1.47581 2.70720 0.58311 1.6 0.4 0.5
C 0.02059 2.28222 0.83274 -3.1 -0.9 0.4
C 0.26017 0.83036 0.40220 -0.9 0.4 1.2
O 0.84310 1.03026 -0.86124 0.3 -2.8 -0.8
C 1.32098 2.23251 -0.93461 2.3 2.3 -4.9
O 2.03327 2.65584 -1.86712 -1.3 -1.4 2.3
O 0.79871 2.99636 -0.05646 1.0 2.7 1.0
H -1.64032 3.54971 1.20116 -0.2 1.1 0.7
H -2.24529 2.03476 0.87759 -0.2 -1.0 0.0
H -1.65937 3.05882 -0.41529 0.2 -0.2 -0.7
H 0.36591 2.50497 1.82089 -0.1 -0.1 0.7
H -0.70825 0.33445 0.34128 0.3 -0.2 -0.4
H 0.92097 0.27728 1.06016 0.2 -0.1 0.0
C -6.12086 3.00640 -0.63865 0.9 0.0 -2.4
O -6.24287 1.83775 0.13103 0.3 -2.1 2.0
C -5.29201 0.91893 0.15295 6.9 2.1 -4.9
O -4.09359 1.07555 -0.61173 -6.8 -1.0 4.3
O -5.47862 -0.12143 0.90938 -1.0 1.5 -0.2
C -4.44327 -1.07324 0.95126 2.3 0.1 1.8
H -5.09988 3.34895 -0.80488 0.2 -0.1 0.7
H -6.74109 3.79708 -0.23586 -0.2 -0.3 0.1
H -6.38938 2.68690 -1.65992 -0.5 0.6 0.3
H -4.81311 -1.77953 1.69376 0.4 0.0 0.0
H -3.38100 -0.65869 1.22668 -2.5 -0.5 -0.4
H -4.32115 -1.55723 0.02931 -0.1 -0.6 -1.5
C 5.53631 0.13777 -0.67764 0.9 -1.8 0.7
O 4.41242 0.52931 0.06112 -2.6 1.9 3.3
C 4.50995 1.56000 0.94460 7.6 4.2 1.5
O 5.75243 2.24059 1.17351 -7.5 -4.3 -1.7
O 3.43057 1.94313 1.66779 -0.1 -1.9 -2.3
C 3.45545 3.18254 2.36030 2.4 2.0 1.1
H 6.43392 0.10737 -0.05489 -0.1 0.2 -0.1
H 5.61103 0.85882 -1.42560 0.7 0.9 -1.6
H 5.36132 -0.90619 -1.06102 -0.1 1.2 0.3
H 3.52954 4.09192 1.72616 0.5 -1.0 -0.4
H 4.35648 3.16682 3.05761 -1.2 0.2 -0.9
H 2.56861 3.46303 2.92220 -0.5 -1.5 0.0
C 1.36755 -2.80843 -6.25708 -0.4 -2.3 1.1
O 1.83002 -1.50656 -6.11055 0.3 3.0 -0.7
C 2.29383 -1.12086 -4.94546 -0.2 -4.8 6.3
O 2.25341 -2.01626 -3.86041 0.5 5.4 -5.8
O 2.75919 0.12787 -4.89463 -1.1 -1.7 -2.6
C 3.39200 0.56647 -3.74149 1.7 0.6 2.1
H 1.01481 -3.12804 -7.24913 0.6 1.2 -0.1
H 0.47065 -2.99214 -5.61900 1.0 0.1 0.0
H 2.25130 -3.40344 -5.97489 -0.9 -0.6 0.1
H 2.65452 0.74296 -2.97773 -0.2 -0.1 0.4
H 3.91961 1.56832 -3.84166 -0.8 -1.4 -0.7
H 4.12545 -0.20198 -3.41511 -0.4 0.5 -0.1
C 2.51460 -1.85654 -0.68371 1.7 -1.0 -2.1
O 2.48000 -2.35820 0.64763 -0.2 0.3 1.3
C 2.45281 -3.62615 0.93517 0.7 -6.4 -5.3
O 2.39387 -4.62860 -0.05849 0.2 5.9 6.0
O 2.64824 -3.88650 2.24307 -0.3 1.7 -1.1
C 2.83373 -5.24999 2.57808 -0.5 -1.1 -0.6
H 3.47772 -2.16263 -1.24494 -1.3 0.2 1.2
H 2.52509 -0.77490 -0.63969 -0.3 -0.1 0.3
H 1.74082 -2.25978 -1.33994 -0.2 0.1 0.4
H 1.98194 -5.76179 2.15954 -0.3 -0.5 0.1
H 2.91029 -5.46816 3.65811 0.0 0.9 -0.5
H 3.68418 -5.60922 2.02414 0.5 -0.2 0.1
C -4.98232 3.17687 3.23577 0.8 2.4 -0.3
O -4.66177 1.81541 3.26753 1.4 -2.2 0.0
C -3.36894 1.45906 3.29765 6.4 3.8 0.8
O -2.31390 2.37769 3.31003 -6.5 -5.4 0.0
O -3.13003 0.10693 3.39535 -2.8 3.5 0.3
C -1.79595 -0.37625 3.46934 -0.2 0.0 -0.6
H -4.88388 3.62247 2.23881 0.7 -0.4 -0.1
H -4.34976 3.77616 3.93299 -0.5 -0.6 -0.5
H -6.02965 3.35539 3.40191 -0.5 -0.7 0.8
H -1.41084 -0.24081 2.46413 0.6 -0.4 0.1
H -1.97148 -1.40422 3.74565 0.4 -0.4 -0.3
H -1.17586 0.11271 4.19408 0.2 0.6 0.3
C 2.47768 -0.93522 3.40703 0.0 -1.5 -2.7
O 2.93279 -0.10251 4.42659 0.4 0.6 1.9
C 2.30298 0.99175 4.61527 -6.7 4.5 -4.0
O 1.06301 1.30542 3.86835 7.1 -1.9 4.5
O 2.91075 1.93031 5.39015 -0.3 -2.1 -1.8
C 2.19167 3.14669 5.60031 -2.7 -0.8 0.8
H 1.45638 -1.32712 3.37027 -0.1 0.4 1.2
H 3.14319 -1.81202 3.38058 -0.1 0.6 0.1
H 2.52114 -0.38085 2.45841 0.4 -0.2 0.3
H 2.79337 4.00651 5.67896 1.4 0.5 0.1
H 1.66490 2.94718 6.54398 0.1 0.6 -0.1
H 1.39613 3.37267 4.87279 0.5 -0.7 -0.1
C -0.57013 0.06543 -4.57201 -1.6 0.9 0.7
C -1.80266 1.07582 -4.32296 0.3 -1.8 0.4
C -1.64230 1.80969 -3.00003 1.8 -0.7 0.5
C -2.52438 2.91595 -2.81786 -0.4 0.7 0.2
N -3.17653 3.84503 -2.65858 -0.3 0.2 0.0
H -0.63678 -0.71503 -3.78978 0.3 0.4 -0.4
H 0.42439 0.55045 -4.52067 -0.8 0.0 0.0
H -0.68969 -0.41751 -5.53675 0.1 0.0 -0.1
H -2.75101 0.54186 -4.21019 0.2 -0.7 -0.1
H -2.07254 1.70107 -5.15772 0.8 0.7 -0.3
H -0.60616 2.17507 -2.94500 -0.2 0.3 -0.1
H -1.68414 1.14390 -2.10235 -0.4 0.2 -0.8

(2)
114
Properties=species:S:1:pos:R:3:forces:R:3 method="wB97M-V/def2-TZVPD" e_lumo_ev=-0.24 homo_ev=-10.499 homo_lumo_gap_ha=0.377
Br 1.71320 -3.67701 -1.57678 0.8 -0.6 -0.9
C 3.27273 -4.66932 -2.27583 1.1 -0.4 0.2
C 4.51578 -4.28749 -1.49189 0.3 0.4 0.0
Br 6.02479 -5.49130 -1.94459 -0.6 0.3 0.2
H 3.55160 -4.48630 -3.31332 -0.9 0.4 -0.1
H 3.12046 -5.74453 -2.20757 -0.5 0.1 0.3
H 4.39847 -4.26695 -0.41255 0.0 -0.3 0.0
H 4.86599 -3.31006 -1.81445 0.0 0.0 0.1
Br 2.36787 -8.41937 2.80034 -0.2 0.1 0.1
C 2.54078 -6.47208 2.84079 0.8 -0.3 0.0
C 1.50765 -5.89951 1.91583 -0.2 0.4 0.5
Br 1.39026 -3.92669 2.06319 0.3 -0.4 0.1
H 3.56903 -6.34494 2.51063 -0.1 0.4 -0.2
H 2.50587 -6.13261 3.87155 -0.4 -0.1 0.0
H 0.51153 -6.18751 2.23239 0.0 -0.3 -0.2
H 1.71939 -6.16777 0.88620 -0.2 0.2 -0.1
Br -5.46544 1.75758 -0.52216 0.0 -0.4 0.4
C -4.86527 0.13907 0.44142 0.1 -0.2 -1.1
C -6.01240 -0.81942 0.66822 -0.4 0.8 1.2
Br -5.25183 -2.39974 1.59207 -0.4 0.3 -0.4
H -4.35165 0.44248 1.34687 -0.2 0.1 0.1
H -4.13375 -0.31516 -0.22160 0.0 0.1 0.0
H -6.64972 -1.07324 -0.17393 0.7 -0.4 -0.4
H -6.72010 -0.37274 1.36796 0.2 -0.2 0.3
C 2.89043 -0.02191 -3.43137 1.5 -0.6 0.1
C 1.65882 0.78401 -3.62727 -0.7 -0.4 0.5
C 1.82224 2.19285 -4.21482 1.4 -1.4 -0.1
O 0.89399 2.22965 -5.29445 -0.3 1.0 0.4
C 0.27419 1.06440 -5.42173 0.1 -1.4 0.3
O -0.59122 0.79182 -6.19359 0.3 0.4 -0.3
O 0.78808 0.13367 -4.56256 -0.3 0.6 0.0
H 3.57782 0.56679 -2.81605 0.1 0.0 -0.2
H 3.39614 -0.31599 -4.35537 -0.1 0.5 -0.2
H 2.78032 -0.97828 -2.90003 -0.6 0.3 0.0
H 1.17985 0.83704 -2.64204 -0.4 0.1 -0.3
H 2.81954 2.22365 -4.65955 0.0 0.5 0.0
H 1.73400 2.92061 -3.41475 -0.6 0.5 -0.5
C -2.99239 2.94371 -6.56136 0.5 -0.5 0.4
C -3.50315 2.46462 -5.20924 0.4 -0.6 -1.0
C -3.22921 0.99019 -4.96612 0.3 -0.7 0.5
O -2.17734 0.99280 -3.99319 0.1 -0.9 0.7
C -1.94889 2.20178 -3.53237 0.7 2.1 -1.7
O -1.04655 2.56598 -2.83139 -0.2 -0.9 0.7
O -2.69290 3.12570 -4.20430 -1.4 -0.5 0.4
H -1.90985 2.78765 -6.56339 0.0 0.5 0.1
H -3.25950 3.98889 -6.68921 0.1 0.0 -0.4
H -3.30203 2.29366 -7.38056 -0.6 0.3 0.0
H -4.59024 2.53899 -5.14598 0.1 1.1 0.6
H -2.85920 0.44440 -5.83346 -0.1 0.1 0.1
H -4.04508 0.44805 -4.48507 -0.2 0.1 -0.3
C 3.05204 2.01434 -0.28083 0.1 0.6 0.7
C 3.74535 2.89236 0.79272 0.2 -0.8 0.1
C 5.25945 2.60106 0.96682 -0.2 0.9 -0.9
O 5.84495 3.90406 0.79777 0.5 -0.4 0.5
C 4.93757 4.80995 0.40852 0.1 0.4 0.0
O 5.20984 5.94352 0.15078 -0.4 -0.5 0.0
O 3.71236 4.24464 0.35394 0.2 0.7 -0.2
H 2.22030 1.42271 0.09731 0.2 -0.1 0.3
H 3.81505 1.39229 -0.74397 -0.3 -0.2 -0.2
H 2.60886 2.70101 -1.00200 0.2 -0.1 -0.2
H 3.28751 2.87435 1.77957 -0.4 -0.2 -0.2
H 5.67911 2.01490 0.14834 -0.1 -0.4 0.2
H 5.52385 2.19565 1.93835 0.0 0.0 0.0
C -3.39737 5.19390 3.62404 -0.5 -0.4 0.3
C -3.05020 3.87393 4.31670 -1.1 0.6 -0.9
C -1.73369 3.15888 3.94988 -1.7 0.8 0.3
O -1.29210 2.80988 5.23895 1.5 -1.1 0.2
C -1.98482 3.36713 6.24300 0.2 0.8 -0.8
O -1.67629 3.29806 7.38560 -0.3 -0.2 0.3
O -2.98584 4.10635 5.71712 0.2 -0.1 0.7
H -2.63414 5.96053 3.74290 0.2 -0.2 -0.3
H -4.30882 5.60475 4.06462 0.1 -0.1 0.2
H -3.68993 5.01041 2.58873 0.5 0.1 -0.1
H -3.88068 3.17558 4.16709 0.0 0.0 -0.1
H -1.04744 3.81540 3.41476 0.3 -0.2 0.2
H -2.01462 2.28386 3.36698 0.6 -0.2 0.0
C -1.13283 -0.85851 -1.82127 -0.6 0.5 0.0
C -0.91891 -1.52075 -0.47669 0.1 -0.7 -2.1
C 0.34646 -1.09275 0.22240 -0.5 0.2 0.0
O -0.13662 -0.80657 1.54207 0.5 -0.2 0.2
C -1.48381 -0.77839 1.55315 0.4 0.7 1.2
O -2.11993 -0.40210 2.49772 0.0 -0.3 -0.4
O -1.99186 -1.17417 0.40212 -0.1 0.0 -0.3
H -0.33857 -0.90611 -2.56637 0.4 -0.5 0.4
H -1.28271 0.21557 -1.68258 -0.2 0.0 0.1
H -2.01139 -1.30447 -2.28882 -0.1 0.2 -0.1
H -0.98854 -2.60253 -0.63107 0.2 0.0 0.3
H 0.76846 -0.18133 -0.20830 -0.1 0.0 0.1
H 1.07129 -1.90061 0.17018 0.1 0.2 0.6
C 3.42183 0.26569 5.83865 -0.3 -1.0 0.2
C 2.76055 -0.31428 4.58588 -0.4 -0.3 1.7
C 1.24450 -0.59534 4.86593 0.9 0.1 -0.1
O 0.60557 0.39599 4.07135 -0.6 0.1 0.5
C 1.47972 1.16829 3.43350 0.3 -0.5 0.1
O 1.21101 2.10383 2.75451 -0.2 0.3 -0.3
O 2.74481 0.72290 3.63032 0.0 0.0 -0.8
H 2.83141 1.12399 6.15822 0.4 0.3 -0.1
H 4.48181 0.44541 5.67475 -0.1 0.5 -0.1
H 3.37058 -0.44630 6.66929 -0.1 -0.1 -0.1
H 3.29077 -1.20562 4.24969 0.0 0.2 -0.4
H 1.05969 -0.46756 5.93309 -0.3 0.4 -0.1
H 0.86802 -1.58380 4.60584 0.2 0.0 -0.4
O -1.17970 -2.45179 -4.91138 0.0 -0.1 0.5
H -1.14536 -2.99946 -4.09763 0.0 0.2 -0.7
H -0.88653 -1.57181 -4.65320 0.1 0.0 -0.1
O -1.52760 -4.27845 -2.88549 -0.3 0.2 0.5
H -1.65884 -5.22229 -2.75689 0.1 0.0 -0.1
H -2.29964 -3.85672 -2.45472 0.2 -0.3 -0.1
O -3.65029 -3.39887 -1.26882 -0.1 0.2 0.1
H -4.58605 -3.59289 -1.39336 0.1 0.0 0.0
H -3.60773 -2.93008 -0.42059 0.0 -0.1 -0.1
O -3.25647 0.08763 5.11208 0.0 0.1 -0.1
H -2.82580 -0.05715 4.25665 0.0 0.0 0.1
H -3.52074 -0.78820 5.40848 0.0 0.1 0.0